Formula: C2H3NO2
Source: OMol25
Level of theory: the ωB97M-V functional and the def2-TZVPD basis

Properties
Relative energy (zero: lowest compared OMol25 entry of this formula, charge and spin) = 175.21 kcal per mole
HOMO (alpha / beta) = -5.899 / -10.713 eV
Spin multiplicity = 3
Max |F| = 0.1199 hartree/bohr

Last columns: bonded neighbours and bond lengths (Å).
Cartesian coordinates (Å):
1 C -0.333 0.161 -0.053  C2 1.450, N3 1.241, O4 1.693
2 C 1.099 -0.051 0.041  C1 1.450, H6 1.129, H7 1.126, H8 1.042
3 N -1.255 0.969 -0.249  C1 1.241, O5 1.372
4 O -1.492 -1.023 0.293  C1 1.693, O5 1.429
5 O -2.302 0.117 -0.001  N3 1.372, O4 1.429
6 H 1.392 -0.829 -0.723  C2 1.129
7 H 1.416 0.980 -0.281  C2 1.126
8 H 1.473 -0.325 0.974  C2 1.042